Computed, not measured: a structure of composition C29H36ClFeN4O2SSb, with ωB97M-V with the def2-TZVPD basis set.

The geometry in XYZ format:
```
75
Properties=species:S:1:pos:R:3
H -3.534 0.468 3.418
H 0.504 5.079 -0.593
H 0.592 -7.273 -3.663
H 1.792 3.043 0.794
C 1.799 3.098 1.884
O 0.181 2.688 -1.418
H -0.667 -1.574 4.067
H 4.355 -2.233 0.401
C 3.677 -0.251 -0.082
H 1.708 -1.464 2.127
C 1.814 -1.473 -1.691
Cl -4.040 6.100 0.782
C -0.454 -5.579 -2.862
H -1.253 -3.714 -2.150
C -1.378 -0.430 -4.656
C 1.827 -4.128 -3.483
H -4.134 3.418 -0.179
H -3.590 1.366 -0.889
C 2.739 0.457 -0.811
H -2.565 2.746 3.815
C -1.767 2.526 3.098
C -2.530 1.590 -1.084
H 2.714 -3.556 -3.729
C 0.633 -6.213 -3.448
C -1.469 1.030 3.073
N -2.375 -0.678 -5.526
N -0.002 -1.159 -3.095
C 1.773 -5.486 -3.761
H 4.395 0.270 0.535
H -1.104 0.722 4.057
C -2.720 0.229 2.727
C 0.388 -1.689 3.808
H 1.697 0.885 4.566
Sb 0.096 0.586 1.627
H 2.669 -3.333 -1.056
Fe 0.049 0.894 -2.267
H 0.941 3.713 2.169
H -2.650 0.039 -6.170
H -2.550 -0.848 2.775
H 2.700 3.632 2.202
H 2.613 1.145 2.267
C -0.403 -4.221 -2.589
S -0.780 1.196 -4.555
O -1.832 0.667 -1.518
H 0.669 -2.719 4.053
H 0.785 2.379 4.392
H 0.098 -2.277 0.393
H 2.542 2.425 4.417
C -3.120 3.789 -0.275
H -1.150 -2.443 1.621
C 0.633 -1.411 2.330
H -2.620 -1.638 -5.703
N -0.931 -1.494 -3.996
H 0.962 -1.030 4.457
C 1.680 1.850 4.061
C -0.512 4.721 -0.494
C 3.651 -1.637 -0.165
C 2.716 -2.255 -0.976
H -0.897 3.121 3.381
C -1.493 5.522 0.017
C 1.722 1.720 2.543
C -0.778 3.391 -0.933
H 2.696 1.539 -0.776
H -3.070 0.460 1.716
H 0.286 -3.460 1.695
C -2.816 5.054 0.124
N 1.839 -0.134 -1.594
H -2.098 2.882 2.122
C 0.790 -2.037 -2.592
C -0.069 -2.452 1.458
C -2.122 2.929 -0.790
C 0.739 -3.488 -2.896
H -1.345 -6.143 -2.621
H -1.264 6.529 0.339
H 2.619 -5.977 -4.225
```

Properties
Energy above the lowest of the compared OMol25 structures with the same formula, charge and spin ... 0.00 kcal/mol
HOMO (alpha / beta) ... -0.28400 / -0.28482 Ha
⟨S²⟩ ... 6.02
Maximum force ... 0.6 eV/Å
HOMO-LUMO gap (alpha / beta) ... 0.271 / 0.265 Ha
Multiplicity ... 5